(1)
A 2-piece molecular cluster, C3H4F2O2S overall at a distorted geometry. Source: the Open Molecules 2025 dataset; level of theory: wB97M-V/def2-TZVPD.

Structure (XYZ):
```
12
Properties=species:S:1:pos:R:3:forces:R:3:mulliken_charge:R:1
C -2.3341 -0.9206 -0.1589 3.3 1.8 1.7 -0.203
C -1.0701 -0.8168 0.2915 0.7 3.2 -1.1 0.185
C 2.0272 0.1995 -0.1378 -2.6 0.7 0.4 -0.800
O 0.0006 1.6985 -1.0491 -0.2 0.6 -1.0 -0.507
O 0.5801 1.8793 1.3330 -0.1 0.6 1.7 -0.531
F -3.0770 0.1562 -0.2506 -0.8 0.8 -0.4 -0.200
F -0.2572 -1.8274 0.3921 0.6 -1.4 0.3 -0.212
S 0.4425 1.1124 0.1611 -1.3 -3.3 -0.8 0.934
H -2.7957 -1.8292 -0.0905 -1.5 -2.3 -0.4 0.362
H 1.9877 -0.5103 0.6981 0.7 0.0 -0.5 0.303
H 1.7783 -0.1841 -1.1384 0.9 -0.2 0.4 0.298
H 2.7177 1.0425 -0.0507 0.3 -0.6 -0.2 0.371
```
Positions in Å, forces in eV/Å.

Summary:
LUMO level	-0.0276	hartree



(2)
A 9-piece molecular cluster, C54H135N9O18 overall at a distorted geometry. Source: the Open Molecules 2025 dataset; level of theory: wB97M-V/def2-TZVPD.

Structure (XYZ):
```
216
Properties=species:S:1:pos:R:3:forces:R:3:mulliken_charge:R:1
C 4.7251 -1.8617 -8.5703 0.2 1.8 -0.2 -0.900
O 3.9305 -1.4901 -7.4640 -0.8 -0.4 -0.5 -0.141
C 3.4461 -2.6414 -6.7868 0.5 0.4 0.3 -0.674
C 2.5944 -2.1531 -5.6313 0.8 0.7 0.2 -0.138
N 1.8930 -3.2848 -5.0119 -0.1 1.0 -0.8 -0.318
C 1.0101 -2.8292 -3.9393 -0.2 -0.1 0.1 0.361
C -0.3327 -2.2873 -4.4660 -0.3 0.8 0.9 -0.290
O -0.8479 -2.8744 -5.6311 0.3 -0.2 -0.5 -0.449
C -1.4573 -4.1251 -5.3816 0.3 -0.1 0.5 -0.756
H 4.8176 -0.9780 -9.2150 0.0 0.2 0.3 0.206
H 4.2490 -2.5650 -9.2564 0.3 -0.7 0.5 0.379
H 5.7347 -2.0283 -8.1832 0.0 -0.9 -0.5 0.338
H 4.3354 -3.1969 -6.4640 -0.3 -0.3 0.3 0.293
H 2.8459 -3.2950 -7.4332 0.1 0.1 -0.2 0.516
H 1.9693 -1.3378 -6.0313 -0.5 -0.4 -0.1 0.170
H 3.2231 -1.5904 -4.9304 0.1 -0.5 0.3 0.030
H 1.2880 -3.5038 -5.8052 -0.3 -0.8 0.4 0.371
H 1.4835 -2.0053 -3.4005 0.1 0.0 0.0 -0.758
H 0.8670 -3.5961 -3.1736 0.0 -0.3 -0.3 0.354
H -0.2061 -1.2136 -4.6259 -0.1 -0.1 -0.6 0.037
H -1.0982 -2.3253 -3.6767 0.1 -0.2 0.1 0.641
H -1.8045 -4.5673 -6.3115 -0.2 0.3 -0.1 0.273
H -2.2705 -3.9728 -4.6646 -0.2 -0.2 -0.1 0.315
H -0.7581 -4.8503 -4.9465 0.1 0.1 0.1 0.307
C -4.2217 -1.0979 2.1617 0.9 -0.3 0.5 -0.501
O -5.5993 -1.3418 2.1941 0.0 0.4 -0.6 -0.425
C -6.0931 -1.6075 3.5062 -0.5 -0.2 -1.2 0.072
C -7.5364 -2.0332 3.3133 -0.4 0.3 0.0 -0.997
N -8.4523 -0.9085 3.1911 0.3 0.0 0.7 -0.260
C -9.8030 -1.3526 2.8901 0.6 0.4 -0.6 -0.563
C -10.7513 -0.1875 2.7633 -0.6 0.1 0.6 -0.612
O -10.6278 0.4408 1.5043 0.2 -0.4 0.1 -0.285
C -11.4783 1.5327 1.3675 0.2 1.5 -1.4 -0.781
H -3.8587 -0.5957 1.2650 -0.7 -0.1 -0.3 0.232
H -3.6782 -2.0512 2.2280 0.1 0.0 0.1 0.298
H -3.8671 -0.4675 2.9897 -0.2 0.0 0.1 0.171
H -6.0090 -0.6544 4.0368 0.0 -0.4 0.7 0.306
H -5.5742 -2.4749 3.9237 0.3 0.4 0.4 0.094
H -7.8848 -2.6455 4.1510 0.2 0.0 0.1 0.461
H -7.5857 -2.6717 2.4179 0.2 -0.1 0.0 0.263
H -8.0900 -0.2055 2.5612 -0.2 -0.1 -0.3 0.237
H -10.1047 -2.0190 3.6998 -0.2 0.0 0.0 0.337
H -9.8022 -1.9175 1.9442 -0.3 -0.1 0.1 0.326
H -10.5638 0.5275 3.5764 0.2 0.0 -0.1 0.341
H -11.7933 -0.5057 2.9095 0.0 -0.2 -0.2 0.448
H -11.0435 2.4770 1.7308 -0.2 -0.3 0.9 0.296
H -12.5105 1.3877 1.6927 0.1 -0.2 0.4 0.306
H -11.5330 1.8215 0.3082 -0.1 -0.7 -0.1 0.261
C -6.6608 1.9371 -3.5487 0.0 -0.6 0.5 -0.707
O -5.6004 2.4719 -4.2885 0.4 0.5 0.0 -0.308
C -4.6838 1.4741 -4.6921 -0.5 -0.7 -0.4 -0.430
C -3.5506 2.0396 -5.5328 0.3 0.5 -0.4 -0.875
N -3.1323 3.3910 -5.1802 -0.2 -0.6 -0.7 -0.225
C -2.7063 3.6471 -3.8334 1.0 1.4 0.6 -0.978
C -1.5271 2.7596 -3.3967 -0.7 -0.5 0.8 -0.370
O -1.7851 1.7638 -2.3945 -0.4 0.1 -0.3 -0.094
C -2.1030 2.2573 -1.1301 -0.1 0.0 1.0 -0.662
H -6.2946 1.4117 -2.6551 0.1 0.1 0.0 0.286
H -7.2338 1.1890 -4.1108 0.0 0.2 -0.2 0.295
H -7.3206 2.7277 -3.2007 0.0 0.2 -0.3 0.259
H -5.2743 0.7872 -5.3158 0.3 -0.4 0.1 0.453
H -4.2839 0.9072 -3.8431 -0.1 0.2 0.2 0.295
H -3.7988 2.0436 -6.5975 -0.4 0.3 0.1 0.503
H -2.6765 1.3818 -5.5525 -0.1 -0.2 0.6 0.171
H -3.8177 4.0302 -5.5521 0.0 0.3 0.5 0.317
H -3.4309 3.8534 -3.0300 -0.5 -1.1 -0.2 0.326
H -2.2596 4.6514 -3.8181 0.1 0.0 -0.5 0.451
H -0.7687 3.4256 -2.9831 0.4 -0.2 -0.3 0.439
H -1.1973 2.1324 -4.2194 0.5 0.6 -0.3 0.171
H -2.9925 2.8955 -1.0742 -0.1 -0.1 -0.4 0.301
H -1.2979 2.8204 -0.6334 0.2 0.0 -0.4 0.319
H -2.2956 1.4003 -0.4812 0.0 -0.1 -0.1 0.018
C 1.6561 0.7350 -2.7599 -0.5 -0.1 0.0 -0.810
O 2.4751 -0.1478 -2.0296 0.0 0.2 0.0 -0.249
C 2.3392 -0.0113 -0.6167 -0.2 -1.2 -0.5 0.059
C 1.2779 -1.0296 -0.1874 -0.1 -0.9 -0.3 -1.413
N 0.9540 -1.1456 1.2252 0.5 0.4 -0.1 -0.121
C 0.3074 0.0235 1.7986 -0.5 -0.2 0.4 -0.327
C -0.0215 -0.1946 3.2663 -0.6 -0.2 -0.2 -0.098
O -0.8482 0.8749 3.7091 1.2 -0.6 0.3 -0.490
C -1.2506 0.6772 5.0613 -2.2 1.6 -0.8 -0.861
H 2.0282 1.7546 -2.6165 -0.1 0.1 -0.4 0.199
H 0.5953 0.6905 -2.4761 0.1 0.1 0.4 0.398
H 1.6300 0.4198 -3.8044 0.6 0.2 -0.1 0.262
H 2.1142 1.0067 -0.2904 0.1 0.1 -0.1 0.470
H 3.3020 -0.3695 -0.2499 0.0 0.4 0.4 -0.114
H 1.6403 -2.0150 -0.5018 0.3 0.1 0.1 0.294
H 0.3840 -0.9737 -0.8196 -0.2 0.7 0.4 0.555
H 1.8137 -1.3911 1.7069 -0.1 0.1 0.2 0.329
H -0.6484 0.0835 1.2707 0.0 0.4 0.0 0.083
H 0.8129 0.9979 1.7482 0.2 -0.1 -0.4 0.190
H 0.8714 -0.2560 3.9000 0.1 0.0 -0.1 0.131
H -0.5768 -1.1385 3.3507 0.1 -0.1 0.1 0.308
H -0.6437 0.0791 5.7371 0.4 0.0 -0.3 0.258
H -2.2951 0.3449 5.0092 0.3 -0.9 0.4 0.274
H -1.4383 1.6972 5.4159 0.7 -0.1 0.6 0.369
C 0.3076 5.2138 -4.9093 -0.2 0.1 1.0 -0.898
O 1.1923 4.2123 -5.3090 0.3 0.2 -1.2 -0.147
C 2.5170 4.2586 -4.7904 -0.7 -0.4 0.3 -0.912
C 3.4319 3.4304 -5.6896 -1.9 -0.2 0.7 -0.300
N 3.3577 3.9272 -7.0441 1.4 -0.2 -0.6 -0.347
C 4.3976 3.3071 -7.8929 -0.9 -0.2 0.2 0.043
C 4.0513 3.6769 -9.3235 0.7 -0.4 -0.5 -0.842
O 2.7576 3.1880 -9.6072 -0.4 -0.3 0.2 -0.284
C 2.1593 3.7735 -10.7322 0.1 0.7 -0.2 -0.827
H 0.0046 5.1083 -3.8542 0.2 -0.2 0.0 0.248
H -0.6084 5.0841 -5.4815 0.1 0.2 -0.3 0.303
H 0.7157 6.2293 -4.9456 0.1 0.0 -0.6 0.399
H 2.3300 3.7731 -3.8214 1.2 0.3 0.3 0.212
H 2.9477 5.2639 -4.7205 -0.5 0.2 0.2 0.458
H 2.9969 2.4209 -5.6018 0.6 -0.3 -0.1 0.178
H 4.4307 3.4714 -5.2574 0.2 -0.1 -0.3 0.469
H 2.5194 3.6163 -7.5231 -0.4 0.3 0.6 0.352
H 4.3519 2.2104 -7.7965 0.0 0.0 -0.1 -0.189
H 5.4052 3.5834 -7.5803 0.0 0.4 -0.2 0.386
H 4.7160 3.1800 -10.0444 0.3 0.2 0.2 0.395
H 4.1288 4.7608 -9.4643 -0.2 0.0 0.0 0.411
H 1.9065 4.8162 -10.5059 -0.1 0.0 -0.1 0.331
H 1.2533 3.2442 -11.0166 0.0 -0.2 0.3 0.234
H 2.8122 3.7840 -11.6138 0.2 -0.1 0.1 0.310
C 0.6123 4.1634 7.4995 -0.4 0.1 -0.1 -0.644
O 1.7378 3.8211 6.7254 0.3 0.0 0.1 -0.407
C 1.4182 3.5909 5.3617 -0.9 0.1 -0.1 0.205
C 2.6899 3.6883 4.5622 1.2 0.9 0.7 -0.968
N 3.7536 2.7584 4.9700 -0.5 -0.2 -0.5 -0.370
C 3.7836 1.5378 4.1761 0.3 -0.7 1.0 0.129
C 4.6787 1.6312 2.9636 -0.7 0.8 -1.6 -0.483
O 5.0116 0.3419 2.5086 0.1 -0.2 0.5 -0.338
C 5.8211 0.3126 1.3410 -0.9 0.0 0.5 -0.478
H 0.7214 3.8101 8.5241 0.2 -0.2 -0.1 0.274
H -0.2919 3.7307 7.0580 -0.1 -0.1 0.2 0.194
H 0.4563 5.2474 7.5491 0.1 0.0 -0.2 0.289
H 0.6983 4.3486 5.0227 0.2 0.2 -0.1 0.432
H 0.8648 2.6470 5.2782 0.3 -0.3 -0.1 -0.091
H 3.0984 4.6762 4.8128 -0.2 0.1 -0.1 0.349
H 2.5770 3.7194 3.4793 -0.3 -0.4 0.0 0.372
H 3.5977 2.5409 5.9457 0.2 0.0 0.0 0.327
H 2.7727 1.1932 3.9175 0.0 0.1 -0.4 -0.327
H 4.1871 0.7220 4.7862 0.1 0.1 0.1 0.454
H 5.5443 2.2970 3.0633 0.2 -0.3 0.7 0.355
H 4.1154 2.1145 2.1392 -0.1 0.1 0.1 0.173
H 6.8316 0.0128 1.6188 0.1 0.1 -0.3 0.319
H 5.7955 1.2896 0.8506 0.2 -0.1 -0.1 0.088
H 5.3252 -0.4196 0.7034 0.5 -0.1 -0.3 0.187
C -1.9869 -7.7133 4.7941 0.0 -0.3 -1.7 -0.944
O -1.6327 -6.6315 5.6087 -0.2 -0.4 0.0 -0.075
C -0.3983 -6.7791 6.2719 0.4 0.9 0.4 -0.802
C 0.0417 -5.3765 6.6487 -0.7 1.2 -0.5 -0.256
N 0.4860 -4.6279 5.4703 1.4 -0.3 -0.3 -0.251
C 0.9556 -3.2798 5.7318 -0.4 0.5 -1.1 0.348
C 2.3117 -3.2466 6.4153 -0.4 -0.1 1.1 -0.681
O 2.8079 -1.9311 6.5817 -0.4 -0.2 -0.3 -0.255
C 2.4154 -1.3444 7.7890 -0.1 0.6 0.9 -0.755
H -3.0623 -7.7546 4.6148 -0.1 0.1 0.6 0.219
H -1.6274 -8.7078 5.0742 0.0 0.2 0.7 0.371
H -1.5840 -7.5755 3.7766 0.2 0.1 0.1 0.329
H 0.4188 -7.1637 5.6498 -0.3 -0.3 -0.3 0.462
H -0.5068 -7.4175 7.1539 0.0 0.0 0.0 0.375
H 0.8238 -5.3908 7.4052 0.1 -0.1 -0.1 0.426
H -0.7953 -4.7635 7.0201 -0.2 -0.7 0.7 -0.040
H -0.1743 -4.6149 4.7082 -0.3 -0.3 0.2 0.340
H 0.1467 -2.6593 6.1596 0.4 0.0 0.9 -0.289
H 1.0998 -2.7341 4.7903 0.1 -0.5 -0.2 -0.090
H 3.0302 -3.8393 5.8511 0.0 0.1 -0.2 0.287
H 2.2352 -3.6949 7.4155 0.1 -0.2 -0.1 0.435
H 2.9490 -1.7512 8.6583 0.4 0.1 -0.2 0.324
H 1.3689 -1.4305 8.1193 -0.2 -0.3 -0.8 0.264
H 2.5900 -0.2724 7.7032 0.3 0.0 0.1 0.236
C -5.3176 -5.5267 6.3733 -0.5 -0.6 0.0 -0.773
O -4.9775 -4.1976 6.0689 -0.4 0.6 0.5 -0.377
C -3.6064 -3.9147 6.1310 0.8 0.7 -0.9 -0.728
C -3.2806 -2.4625 5.7738 -1.8 -0.2 -1.2 0.817
N -3.8449 -1.3584 6.5355 1.2 -0.7 1.2 0.095
C -3.4509 -1.4230 7.9510 -0.2 1.8 -0.4 -0.377
C -3.8465 -0.0642 8.5870 0.2 -0.8 0.7 -0.636
O -2.8764 0.4770 9.4590 0.4 -0.9 0.0 -0.395
C -1.6682 1.0047 8.9477 -0.3 1.3 0.6 -0.394
H -4.4676 -6.0460 6.8173 -0.1 -0.1 0.1 0.308
H -5.6861 -6.0937 5.5068 0.6 0.2 -0.3 0.277
H -6.2021 -5.5683 7.0173 0.4 0.3 0.4 0.245
H -3.1250 -4.4730 5.3191 0.4 -0.3 0.4 0.347
H -3.0719 -4.0861 7.0740 -0.6 -0.7 0.3 0.434
H -3.7129 -2.2844 4.7860 0.6 -0.2 -0.3 -0.518
H -2.1900 -2.4673 5.7049 0.0 0.6 0.1 -0.391
H -4.8582 -1.3524 6.5150 0.0 -0.3 -0.4 0.351
H -2.3643 -1.4796 8.0465 0.0 -0.4 -0.2 0.284
H -3.9492 -2.2144 8.5155 0.3 -0.3 0.0 0.292
H -4.6621 -0.3350 9.2609 -0.3 0.7 -0.1 0.279
H -4.1322 0.6765 7.8362 -0.1 -0.2 -0.1 0.320
H -1.8870 2.0226 8.5972 0.2 0.0 -0.1 0.261
H -1.0597 0.5381 8.1663 -0.6 -0.8 0.0 0.038
H -1.0521 1.0872 9.8432 0.2 0.1 -0.2 0.309
C 8.3362 2.2281 -7.9196 0.3 0.1 -0.1 -0.757
O 7.8839 1.6073 -6.7449 0.2 0.1 0.3 -0.379
C 6.9509 0.5771 -6.9599 0.0 -1.2 -0.1 -0.656
C 6.3052 0.2056 -5.6275 -0.8 0.7 -0.7 0.655
N 7.3154 -0.0842 -4.6353 -0.4 0.2 -0.6 -0.292
C 6.7694 -0.3726 -3.3225 0.5 -0.2 -0.2 -1.109
C 5.9860 0.7175 -2.6196 -1.2 0.5 -0.7 1.138
O 6.7038 1.9190 -2.7346 0.6 0.2 0.5 -0.447
C 6.0280 3.0703 -2.2547 -0.6 -1.6 0.1 -0.351
H 8.5459 1.4811 -8.6910 -0.1 0.1 -0.1 0.344
H 9.2617 2.7690 -7.7182 0.0 -0.2 0.2 0.267
H 7.6357 2.9896 -8.2824 -0.2 -0.3 -0.1 0.214
H 7.3967 -0.3695 -7.3119 0.7 0.4 -0.2 0.449
H 6.2636 0.8577 -7.7656 -0.4 0.1 0.4 0.251
H 5.6462 -0.6582 -5.7521 0.1 -0.1 -0.2 -0.012
H 5.6095 1.0379 -5.4140 0.2 0.1 0.6 -0.381
H 8.0065 0.6523 -4.6903 0.0 0.0 0.6 0.348
H 7.6149 -0.6800 -2.7045 -0.1 0.0 0.2 0.375
H 6.1264 -1.2481 -3.4476 -0.1 0.0 0.2 0.342
H 5.6655 0.3879 -1.6192 0.7 0.3 0.3 -0.245
H 4.9972 0.9244 -3.0688 0.1 -0.4 -0.4 -0.152
H 6.5140 3.9260 -2.7060 -0.1 0.3 0.3 0.265
H 6.0008 3.0324 -1.1598 0.4 0.6 0.0 0.176
H 4.9676 2.9739 -2.5354 0.0 0.5 -0.3 0.040
```
Positions in Å, forces in eV/Å.

Summary:
LUMO level	0.0207	hartree



(3)
C4H6O2 as an isolated structure at a distorted geometry. Source: the Open Molecules 2025 dataset; level of theory: wB97M-V/def2-TZVPD.

Structure (XYZ):
```
12
Properties=species:S:1:pos:R:3:forces:R:3:mulliken_charge:R:1
O -2.1314 -1.1782 1.5995 0.4 -0.4 -1.2 -0.269
C -1.8384 -1.4867 0.5287 -0.5 0.4 1.2 0.110
O -0.0811 -1.4061 -0.0271 0.1 0.1 -0.1 -0.602
C 0.5359 -0.2118 0.3220 0.2 0.0 0.2 0.163
C -0.0092 1.1171 -0.1339 -0.2 0.1 0.0 -0.566
C 1.2846 0.5843 -0.7019 0.2 0.0 -0.1 -0.593
H -1.3584 -1.5197 -0.5384 0.1 0.0 0.0 0.486
H 0.9656 -0.2435 1.3224 -0.1 0.1 -0.1 0.344
H -0.8705 1.1111 -0.7984 0.1 0.0 0.1 0.236
H 0.0222 1.9558 0.5566 0.0 -0.2 -0.1 0.223
H 1.2650 0.2189 -1.7253 0.0 0.0 0.2 0.235
H 2.2158 1.0589 -0.4042 -0.2 -0.1 0.0 0.234
```
Positions in Å, forces in eV/Å.

Summary:
LUMO level	0.0217	hartree



(4)
One molecule with the formula C9H2ClNO2 at a distorted geometry. Source: the Open Molecules 2025 dataset; level of theory: wB97M-V/def2-TZVPD.

Structure (XYZ):
```
15
Properties=species:S:1:pos:R:3:forces:R:3:mulliken_charge:R:1
C -3.1583 -0.5907 1.3250 3.6 1.1 -0.9 -0.352
C -4.3589 -0.7735 1.5782 -2.4 -0.4 0.8 -0.484
C -2.6088 -0.5991 -0.1766 2.3 0.7 4.0 0.143
C -3.2667 -1.1835 -1.2028 -1.3 -0.1 -0.9 -0.915
C -0.5192 -0.0434 2.8375 0.4 0.3 1.1 0.045
C -1.7788 -0.3250 0.8573 -3.8 -1.4 -2.8 0.828
C -4.3432 -1.5874 -1.6005 1.9 0.3 -0.2 0.557
C -0.5185 -0.1291 1.4310 0.8 0.6 -0.7 0.521
C 0.5836 0.0563 0.6288 -0.6 -0.2 1.2 0.537
N -0.5926 0.0467 3.9830 0.1 -0.1 -0.3 -0.460
O 0.6057 -0.0631 -0.6649 -0.7 0.6 -3.1 -0.561
O 1.7602 0.2826 1.1630 2.4 -0.5 -0.6 -0.475
Cl -5.5747 -2.2295 -2.3554 -1.4 -0.7 -0.7 -0.162
H -0.0809 0.3441 -1.2936 0.9 -0.9 2.0 0.392
H 2.5546 0.0940 0.5368 -2.3 0.5 1.2 0.385
```
Positions in Å, forces in eV/Å.

Summary:
LUMO level	-0.0276	hartree